{
  "formula": "C84H208N16O4",
  "method": "ωB97M-V/def2-TZVPD",
  "symbols": ["C", "H", "H", "C", "H", "H", "H", "C", "H", "C", "H", "H", "H", "H", "H", "H", "C", "H", "H", "H", "H", "H", "H", "C", "H", "H", "C", "C", "H", "H", "O", "C", "H", "C", "C", "H", "H", "H", "N", "C", "H", "C", "C", "N", "C", "H", "N", "H", "C", "H", "C", "C", "H", "H", "H", "H", "H", "N", "C", "C", "C", "H", "H", "H", "H", "C", "H", "C", "H", "C", "H", "H", "H", "H", "C", "H", "H", "H", "H", "H", "C", "O", "H", "H", "C", "C", "H", "N", "H", "C", "H", "C", "H", "C", "H", "C", "C", "H", "H", "H", "C", "H", "H", "H", "H", "H", "H", "O", "C", "H", "C", "H", "H", "C", "C", "H", "N", "C", "C", "C", "H", "H", "C", "C", "H", "N", "H", "H", "H", "H", "H", "H", "H", "H", "H", "C", "H", "N", "C", "H", "H", "H", "H", "H", "H", "C", "H", "H", "H", "C", "N", "C", "C", "C", "H", "H", "H", "C", "H", "H", "H", "C", "N", "H", "C", "C", "H", "H", "H", "H", "H", "H", "H", "C", "H", "H", "C", "H", "H", "H", "H", "H", "H", "H", "H", "H", "C", "H", "H", "H", "H", "H", "H", "H", "H", "H", "C", "C", "H", "H", "C", "H", "C", "H", "H", "H", "H", "H", "H", "N", "H", "C", "H", "H", "H", "H", "H", "H", "N", "H", "H", "H", "H", "C", "H", "C", "H", "C", "C", "H", "H", "H", "H", "H", "H", "H", "C", "H", "H", "H", "C", "H", "H", "C", "H", "H", "H", "H", "C", "H", "H", "H", "H", "C", "H", "C", "H", "H", "H", "H", "H", "H", "C", "H", "H", "H", "C", "H", "C", "N", "H", "H", "C", "H", "H", "H", "C", "H", "H", "C", "H", "C", "H", "H", "H", "H", "H", "H", "H", "H", "O", "C", "H", "N", "H", "C", "C", "H", "N", "H", "H", "H", "H", "C", "H", "H", "H", "C", "N", "H", "H", "H"],
  "coordinates": [[0.727371, -5.087034, -3.017756], [1.238345, -3.537174, -0.850624], [-3.821819, 3.175771, 4.044268], [5.657837, 3.416481, 5.611926], [4.918487, 6.372320, -2.077912], [-5.085127, -1.594183, 7.313099], [-2.069043, 3.176347, 0.587094], [0.580927, 5.355765, 4.682530], [2.098582, 0.181529, 5.923037], [1.932318, -1.761026, 6.883590], [9.206543, -2.619966, -5.447173], [0.098963, 2.203070, -6.490096], [-12.048159, -1.566014, 4.060461], [-1.438359, 7.215231, -2.320886], [-1.124421, 3.396403, -1.553773], [-6.368277, 0.781815, -1.475486], [-3.212464, -4.044181, 3.560947], [8.829308, -5.306877, -2.222028], [-5.047478, -5.524562, 4.788846], [-2.341807, -1.904058, -1.899722], [5.410504, 0.680134, -3.844419], [-7.467898, -1.087223, 3.767766], [5.127267, 4.813858, 7.258718], [9.088108, -4.700630, -1.353933], [-2.818036, -3.922991, 2.552064], [3.996537, 7.472877, 1.442161], [-6.912049, 1.824992, -4.203767], [-1.852830, -1.470442, -1.027382], [-1.750307, -5.234018, -7.206741], [8.063820, -3.806832, 1.898955], [5.864880, -1.983681, -4.638189], [-1.672626, -6.595662, -1.929209], [7.104571, 0.713189, -3.269183], [-0.015330, -3.215644, 6.652719], [-5.313324, -4.477700, 4.642174], [11.113438, -4.272075, -2.024591], [6.111245, -4.056034, 0.274650], [3.457961, 1.706141, 5.758390], [0.968061, 5.574955, 3.387725], [-5.964429, -0.324238, -3.335224], [-6.513243, -1.055859, -3.928205], [2.241212, 5.065883, 2.924692], [4.785516, 5.611909, -1.308362], [2.166954, 2.338759, -6.613929], [7.011691, -4.666854, 0.209924], [1.072906, -1.599337, 3.231882], [0.952952, -2.338468, 5.981334], [6.701548, -1.631411, 2.415141], [-1.200373, -2.395387, -8.384552], [7.997310, 2.924910, 1.001470], [-6.393764, -0.230159, -1.879649], [-4.479877, -4.846547, 0.920356], [5.939811, 6.872442, 2.193411], [6.739623, -5.666756, -0.128131], [-4.028042, 7.838112, -0.686611], [-9.008978, 1.815900, -5.132668], [-2.932449, 6.386708, -2.726276], [-2.115333, 5.880848, -0.719419], [1.628995, -0.233380, 6.814904], [-11.423208, -1.390845, 4.936163], [0.961918, 1.911083, -5.891644], [-7.395337, 0.715170, 1.869034], [0.917106, 3.691925, -4.717266], [-5.829801, 0.289344, -6.068427], [-1.265194, -0.264429, 1.205584], [10.188192, -3.746379, -1.788622], [0.553266, -0.064722, 6.864464], [-8.248372, -0.998124, 3.012096], [6.816938, 3.095631, 2.297258], [3.915504, 7.160932, 0.400909], [-1.306396, 6.544432, 5.099381], [0.599515, 6.313952, 2.806209], [1.886713, 2.441133, -3.920171], [2.829420, 3.214984, -8.272345], [1.953907, -2.069233, 3.669077], [-1.444590, -4.441827, -1.482856], [7.608835, -3.111532, -2.770412], [2.618672, 5.528665, -1.376457], [6.955339, 5.891260, -0.230941], [5.796221, -0.517895, -2.672245], [1.470721, -2.999467, 4.764953], [7.330271, 0.747683, 3.351840], [0.627070, 0.983854, 2.336047], [-3.421872, -1.176420, 7.548926], [4.435951, 1.233903, 5.665601], [-3.156532, 4.862272, -0.537197], [8.611524, -1.582756, -6.837842], [0.221664, -0.066881, -0.249881], [2.682960, -4.067694, -2.805248], [-0.505752, -0.712640, -1.318165], [7.534507, -2.732118, -6.120487], [2.192398, -4.858612, -3.372607], [8.558615, 2.933524, 2.563806], [-5.116380, 0.675036, -5.340151], [-5.692301, -0.891373, -1.370863], [-7.893308, -0.242094, 1.714846], [2.188279, 0.156306, -1.810927], [4.743687, 2.738101, -7.277939], [2.352502, -4.784468, -0.695009], [-0.945159, 4.504149, -2.877838], [-0.769396, 5.368881, -0.786686], [5.005824, 3.140529, 7.615133], [-6.078517, -5.130784, 2.258163], [-9.045118, 1.570038, 3.195550], [-1.136265, 4.900953, 5.720894], [-8.340748, 2.191425, 5.297808], [-1.739301, -6.391091, -2.997763], [1.306550, 4.867422, 5.537844], [-4.436978, -0.670482, 5.582950], [9.959187, -3.306995, -2.759497], [7.726391, -4.792133, 1.577379], [-4.875379, -6.212215, 2.670152], [2.202840, 1.617600, -8.693179], [3.461766, 4.881973, -1.619515], [6.646516, -1.076853, -4.446302], [0.909754, 1.697825, -1.013387], [-3.866441, 0.565317, 5.098852], [8.375004, -2.075762, -5.894922], [-2.352614, 6.797181, -1.899597], [-4.404177, 0.393013, 2.481065], [1.609569, -2.235341, -7.409295], [-3.374835, 8.737795, -1.940525], [2.042350, 2.491063, -8.061194], [-4.691758, 1.763000, 5.279786], [0.177952, -1.462117, -1.716838], [-5.757494, 0.882257, -4.105659], [-9.522049, -1.229325, 5.622482], [-3.135657, -1.750459, -7.564336], [-1.641006, -3.063836, 7.990410], [-1.451280, -5.199307, 4.100637], [-7.498685, 0.853610, 4.949458], [-9.708860, -2.491683, 4.420918], [5.521659, 1.375856, -6.377356], [0.448473, -6.010962, -3.524393], [2.970581, -1.950299, 6.611029], [-2.641362, -1.873084, -8.528048], [-7.853585, 0.500686, -5.576752], [0.447748, -5.407559, -1.593964], [-2.525962, -5.358158, 4.011639], [3.313612, 4.595265, -2.660642], [8.623467, -5.405306, 1.491508], [-1.454976, 5.039275, 4.062435], [-5.050846, -0.480068, 2.568476], [-3.791507, -1.071582, -4.856571], [-8.906330, 0.783596, 6.195504], [0.237572, -3.797901, -6.860035], [-5.205067, 1.744053, 6.241169], [6.470595, -2.676168, -1.586032], [0.538996, -3.956383, 7.229018], [3.337201, 1.432210, -6.344468], [7.876281, -1.009057, -4.963429], [-3.416565, 0.442744, 3.711535], [6.810762, -1.143255, 1.446702], [-0.829025, -2.419832, 7.652704], [-3.396149, -4.920534, 1.010771], [0.199213, 2.181557, -3.959340], [0.974130, 0.821572, -5.921902], [1.429698, -2.838920, -6.519668], [-1.162261, -5.496865, -0.127540], [-8.593415, 0.574060, -3.887972], [-1.476235, 1.128123, 0.053624], [-9.410936, 0.912472, 3.984150], [-9.525793, -0.545148, 3.533999], [-2.843694, 2.799635, 5.502942], [6.295024, 6.712677, 0.047199], [-3.068135, 8.038796, -1.162432], [6.850584, 8.289397, 1.523618], [-3.062158, 0.528650, -4.537194], [-0.150956, 2.596199, -8.394102], [-4.901787, 1.668056, -5.735094], [-11.714233, -0.446666, 5.396522], [7.696767, -1.673822, 1.097999], [-7.323139, -4.745833, 3.886280], [-2.890311, 3.889186, 0.661027], [7.069586, -5.264412, 2.307898], [4.569546, 1.099759, 6.739032], [3.928823, 8.435534, -0.479290], [-0.002268, 6.083855, -1.084068], [-2.671584, -6.232559, 3.377359], [-6.461516, 2.656886, -4.745130], [-7.362779, -0.711568, -1.747848], [-5.026788, -3.827502, 5.468756], [2.969235, 8.951702, -0.450201], [-3.880372, 0.236385, 1.538093], [6.850314, -5.469074, -3.032549], [-4.824081, -5.556506, 0.168312], [1.278409, -4.606420, -0.642779], [2.408373, 5.197319, 1.855644], [4.657559, 2.738382, -5.513771], [-0.758402, -0.013906, -2.115680], [-2.790663, -0.957992, -9.101107], [-3.468457, -4.816945, -5.241625], [0.099377, -4.270432, -3.373972], [-7.177278, -0.671586, 1.014175], [1.760710, 0.128372, -2.813178], [0.222301, 2.289162, 1.250975], [7.028381, -3.538035, -1.952315], [-0.550496, 4.259233, -1.891756], [-1.616327, -2.131312, -0.193464], [6.392969, 7.429614, -0.767977], [7.297689, 1.101639, 2.231870], [-8.737580, -0.032748, 1.057975], [-0.778876, 0.531786, 0.641981], [8.578702, -0.540049, -4.409580], [1.995959, 1.002190, 0.162736], [4.344935, 0.264031, 5.176546], [-6.932118, 2.140256, -3.160556], [-7.067657, -3.240945, 4.810975], [1.826466, -4.488686, 1.480157], [5.392049, 2.175846, 5.088879], [0.907765, -3.662428, 4.107937], [0.783117, 3.133910, -8.556809], [3.067360, 0.800728, -1.817774], [-2.629666, -0.300797, 3.584862], [0.206678, -4.551117, -6.072755], [-2.790254, -3.124656, 3.966268], [2.459789, -4.580070, -4.391931], [2.292487, -3.549434, 5.223572], [-4.656902, -4.090390, 3.365792], [-2.753595, 4.458144, 1.580642], [-1.703642, -4.456836, -4.815405], [7.530933, 6.768977, 1.913224], [-0.634174, -3.720972, 5.911240], [4.706633, 2.099379, -6.395463], [-3.301343, -2.486560, -9.141375], [-2.565753, -4.241453, -5.446644], [2.392414, 4.015196, 3.172283], [-8.255768, 1.115600, -4.771617], [-3.718254, -0.038783, -5.197248], [0.526089, -4.311865, -7.776933], [0.123236, -4.384585, 1.114355], [5.660388, -4.197655, -3.596592], [0.531294, 4.252762, -2.025132], [-3.021274, -3.992117, -7.507355], [-4.086240, 5.386797, -0.316718], [3.780747, 4.121248, 6.554880], [-2.141904, -4.257845, -6.920675], [-2.880501, -3.238276, -5.159144], [2.180256, 0.235731, 7.629850], [-11.655301, -2.288397, 5.509417], [1.340391, 0.756261, -0.672637], [2.381351, -3.332346, -6.322263], [-2.365769, 8.532218, -0.490629], [-6.824087, -4.301472, 4.747446], [5.912548, 1.949132, 4.253541], [2.327896, -2.709704, 2.870306], [0.948147, -5.933017, 1.033485], [-3.770288, 3.246044, 0.672033], [-3.848275, 2.963969, 5.113165], [3.277351, 0.534173, -6.959329], [-1.114262, -7.510666, -1.731508], [1.803071, -2.054727, 7.925287], [5.423026, 4.742102, -1.466878], [-0.990395, -5.391073, -1.198692], [7.021524, 0.578298, 0.258538], [6.654648, 7.219866, 1.447472], [-0.831598, -2.934523, -9.257158], [2.827179, -5.731290, -3.219039], [-0.851749, 1.655635, 2.516253], [-5.017611, -0.861348, -3.279116], [-2.663688, -6.720283, -1.492888], [4.189478, 8.297402, -1.528616], [-0.927872, 5.548517, 4.869232], [4.679990, 9.148031, -0.138440], [-1.298066, -1.666875, 7.019326], [6.007935, -1.568400, 0.844354], [-4.340370, -0.836087, 7.070758], [-0.494381, -1.595718, -8.160533], [1.051964, -4.870235, 0.814820], [6.923115, 0.307943, 1.226694], [10.353295, -2.979923, -1.031400], [-8.367578, -2.041658, 2.720664], [4.804956, 3.866283, 6.827074], [-4.236801, 3.841859, 5.629358], [0.628802, 4.088945, -8.054601], [-2.868467, -5.709240, 4.985056], [-0.171267, 1.382178, 1.709870], [-5.631764, 1.766608, 4.727999], [-4.683807, 0.023424, 7.646430], [7.713041, 2.557834, 1.987638], [0.808452, 3.422008, -9.607740], [1.009446, 2.620109, -4.541827], [2.619554, -1.322871, 4.102608], [-5.439589, -0.807657, 5.177895], [-3.435117, -0.169650, -6.241656], [-0.596486, 5.040429, 0.238170], [-4.754224, -3.831857, 0.631855], [-4.951023, 1.321945, 2.319363], [9.450374, -5.375334, -0.578279], [2.907442, 6.746316, 0.402791], [6.617553, 4.095094, 5.126037], [-8.517291, 1.117724, 5.233684], [-0.338394, -1.955145, 8.507946], [7.858518, -4.015229, -0.796690], [5.544762, -5.075495, -2.101401], [-4.993209, -5.177724, 2.347608], [6.254984, -4.593591, -2.773313], [1.260718, -2.212679, -5.643669], [-1.116594, -3.186298, -7.147753], [3.298063, 4.051254, -0.933061], [-3.890018, -1.532672, 5.201442], [-10.423438, 1.259368, 4.190535], [-2.660452, -0.836474, -0.661426], [-9.952210, -1.453377, 4.646325], [-3.371666, 4.398622, -1.499919], [2.430046, -0.866395, -1.521576], [-2.852705, 1.364527, 3.568467], [6.239431, 0.080673, -3.468087], [4.950145, 6.134598, 0.041544], [3.206807, 0.952644, -5.374361], [-7.179853, -4.785233, 5.657113], [2.935290, 5.656783, 3.522345]],
  "forces_ev_per_angstrom": [[-0.086, -0.980, 0.364], [-0.486, 0.484, 0.023], [0.434, 0.440, 0.003], [2.116, 1.178, -0.941], [0.418, 0.084, -0.182], [-0.053, -0.307, 0.273], [0.291, 0.371, -0.387], [-0.702, 0.156, -0.475], [-0.654, -0.056, -0.221], [-0.924, 1.799, -0.620], [-0.038, 0.042, -0.226], [-0.078, 0.174, 0.478], [0.163, 0.425, -0.387], [0.211, -0.435, 0.220], [0.867, -0.647, -0.232], [-0.005, -0.160, 0.059], [0.967, -0.997, -2.011], [-0.159, -0.317, 0.000], [-0.055, -0.115, 0.735], [0.833, -0.533, -0.129], [0.194, -0.041, -0.408], [0.519, 0.677, 0.057], [0.703, 0.003, -0.448], [-1.089, -0.077, 1.053], [0.040, 0.123, -0.308], [0.578, -0.134, 0.011], [0.647, -1.361, 0.520], [0.769, 1.085, 1.187], [-0.134, -0.193, -0.208], [-0.173, -0.021, 0.226], [-0.347, -0.224, -0.610], [0.002, 1.106, 0.869], [-0.246, -0.013, 0.577], [1.411, 0.616, 0.967], [-0.385, 0.308, -0.210], [0.098, -0.235, 0.483], [-0.066, -0.067, 0.158], [-0.337, -0.008, -0.866], [0.135, -0.564, -0.700], [0.959, -0.606, -0.710], [-0.990, -0.206, 0.073], [0.748, 0.610, 0.996], [-1.531, -1.619, -0.563], [0.990, -0.937, -0.482], [1.384, -0.398, -0.048], [0.011, 0.421, 0.099], [-2.038, -1.462, -1.501], [-0.315, 1.442, 0.552], [-0.270, -0.076, 1.403], [-0.530, -0.583, -0.566], [-0.277, -0.579, -0.331], [0.644, -0.470, 1.409], [-0.539, 0.463, -0.246], [-0.384, -0.284, 0.050], [0.328, -0.616, 0.363], [0.117, -0.073, 0.076], [-0.265, -0.229, 0.132], [0.604, 1.033, -1.687], [1.520, -0.585, 0.543], [-0.791, -0.582, -0.659], [1.538, 0.362, -0.684], [-0.246, 0.297, 0.457], [-0.213, -0.091, 0.212], [0.295, -1.030, -0.526], [-0.490, -0.193, -0.614], [-0.131, 0.068, -0.227], [0.292, 0.146, -0.018], [-0.266, -0.655, -1.589], [0.156, 0.504, 0.059], [0.156, 0.232, -0.730], [0.215, 0.006, -0.308], [-0.655, -0.283, 0.443], [0.366, -0.123, -0.448], [0.258, -0.207, -0.601], [-0.433, 0.193, 0.597], [-0.306, 0.235, -0.194], [0.994, 0.380, 0.566], [-0.237, 0.267, -0.205], [0.131, -0.033, 0.050], [0.426, 0.529, 0.662], [1.788, 0.439, 0.654], [-0.286, -1.796, 3.964], [0.360, -0.712, -0.616], [0.304, 0.185, -0.720], [-0.648, 1.114, 0.745], [0.690, 0.385, 0.441], [0.512, -0.156, 0.094], [-1.143, -1.287, 1.344], [-0.251, 0.126, 0.274], [-0.472, -0.890, -1.293], [0.139, -0.113, 0.343], [1.124, 0.249, 0.455], [-0.309, -0.726, 0.718], [1.485, 0.216, -0.046], [-0.061, 0.382, 0.593], [0.809, 0.755, -0.265], [-0.132, 0.144, 0.989], [0.392, -0.070, -0.002], [0.061, -0.594, -1.085], [-0.239, 0.515, 0.102], [-0.148, -1.350, -1.059], [-0.868, -0.215, 0.030], [-0.199, 0.167, 0.118], [0.067, -0.502, -0.237], [-0.156, 0.299, 0.326], [-0.492, 0.373, 0.349], [-0.125, -0.237, 0.049], [-0.292, 0.230, -0.702], [0.666, -0.176, -0.093], [-0.353, 0.460, 0.138], [-0.178, 0.219, -0.833], [0.936, -0.079, 0.176], [0.301, -0.677, 0.350], [-1.029, 1.099, 1.172], [-1.397, 1.099, 1.421], [0.167, 0.659, -0.313], [-0.159, -0.659, -1.017], [-0.932, 1.069, 0.439], [-1.504, 1.462, 3.271], [0.321, -0.620, 0.927], [0.058, 0.421, 0.187], [0.236, 0.482, -0.116], [0.348, 0.982, -0.230], [-0.815, -1.414, 1.317], [-0.129, -0.033, -0.471], [-0.834, 0.834, 1.495], [0.861, 0.073, -0.058], [0.266, 0.026, -0.001], [-0.030, 0.023, 0.394], [0.063, 0.037, -0.060], [-0.014, -0.991, 0.621], [0.301, 0.148, -0.377], [-0.027, 0.156, 0.073], [-0.348, 0.217, -0.475], [0.069, -0.224, -0.217], [-0.426, 0.136, -0.844], [-0.693, -0.323, 0.050], [1.181, 0.837, 1.888], [-0.022, 0.271, 1.036], [0.453, -0.135, 0.046], [-0.044, -0.109, -0.055], [-0.019, 0.576, -0.313], [-0.441, 0.197, 0.024], [-0.109, 0.095, 0.299], [0.314, -0.325, -0.261], [0.396, 0.994, -0.508], [0.812, -0.219, 0.784], [-0.726, -0.327, -0.052], [0.125, -0.754, -0.049], [-0.966, -0.460, 0.239], [1.552, -0.962, -0.926], [0.603, 1.650, -1.156], [0.178, -1.193, -1.095], [-1.339, -0.165, -1.063], [0.151, 0.102, -0.717], [-0.385, 0.593, 0.334], [-0.377, -0.367, 0.782], [-0.892, 0.050, -0.557], [0.561, -0.117, -0.070], [-0.403, -0.396, -0.534], [-0.483, 0.100, 0.015], [-0.508, -1.418, 0.992], [0.355, 0.778, 1.186], [-0.003, -0.144, -0.138], [0.134, -0.671, 0.994], [0.004, -0.397, -2.263], [-0.466, 0.065, -0.049], [0.091, 0.024, -0.397], [0.161, -0.377, -0.125], [0.215, 0.186, -0.119], [-0.163, -0.259, 0.242], [0.343, 0.299, -0.414], [-0.310, 0.065, 0.113], [-0.479, 0.228, -1.220], [0.019, 0.166, 0.076], [0.908, -0.515, 0.065], [0.269, 0.207, 0.182], [-0.462, 0.843, 0.615], [-0.124, 0.353, -0.489], [-0.720, 0.135, -0.386], [-0.245, 0.457, 0.192], [1.190, -0.240, -0.067], [-0.053, -0.066, 0.061], [0.536, -0.025, 0.132], [0.451, 0.422, -0.551], [-0.067, -0.030, 0.157], [0.807, -0.121, -0.508], [-0.245, 0.182, 0.170], [0.808, 0.214, -0.020], [0.153, 0.486, -0.444], [0.783, 0.510, 0.292], [0.399, -0.697, 0.041], [-0.128, 0.332, -0.078], [0.147, -0.943, 0.451], [-0.295, 0.184, 0.193], [0.042, 0.313, 0.278], [0.686, -0.108, -0.596], [-0.421, 0.997, 1.237], [-0.420, -0.720, -0.300], [0.139, 0.567, 0.126], [1.728, 2.693, -2.522], [-0.478, -0.138, 0.486], [1.380, -0.354, 0.785], [-0.184, 0.240, -0.293], [-0.099, -0.265, 0.131], [0.370, 0.337, -0.214], [-1.134, 0.389, -0.062], [-0.108, -0.002, -0.139], [0.202, 0.147, -0.362], [-0.495, 0.497, 0.603], [-1.241, -0.499, 1.420], [-1.078, 1.209, 0.241], [0.314, -0.339, -0.313], [-0.321, -0.516, 0.382], [-0.607, 0.085, 0.035], [-0.584, -0.121, 1.064], [-0.956, -0.015, -0.318], [0.624, -0.753, -0.915], [-0.503, -1.158, 0.215], [-0.266, -0.053, 0.031], [-0.280, -0.441, 0.219], [0.506, -0.198, -0.707], [-0.098, 0.191, 0.112], [-1.378, 0.395, 0.079], [0.195, -0.803, 0.241], [0.000, 0.632, -0.201], [-0.243, 0.028, 0.087], [2.470, 1.448, 1.067], [-2.028, -0.291, -1.142], [0.242, -0.429, -0.190], [-0.122, -0.058, 0.411], [0.508, 0.131, -0.070], [-0.008, -1.195, 0.136], [0.118, -0.382, -0.183], [-0.034, 0.170, 0.212], [-0.313, -0.987, 0.071], [0.114, 1.527, 0.211], [0.213, 0.301, -0.248], [-0.299, 0.396, 0.324], [-0.147, 0.403, 0.812], [-0.969, 0.236, -0.929], [-0.226, -0.537, -0.124], [-0.134, -0.233, 0.013], [0.052, -0.156, -0.825], [0.244, -0.316, 0.349], [0.744, 0.380, 0.038], [0.025, -0.118, -0.141], [-0.197, 0.096, 0.565], [0.096, 1.215, -0.424], [0.021, -0.002, -0.805], [0.117, 0.100, -0.135], [-0.121, -0.521, -0.086], [1.162, 0.665, 0.125], [0.613, -1.166, -1.734], [0.062, 0.172, 0.331], [0.562, -0.117, 0.573], [-0.113, -0.156, -0.386], [-0.278, -0.317, 0.362], [-0.632, 0.262, -0.443], [0.342, 0.467, -0.222], [-0.209, -0.048, -0.303], [-0.253, -0.433, -0.046], [0.255, -1.008, 0.960], [0.013, 0.031, 0.257], [-0.150, 0.483, 0.416], [-0.214, 0.298, -0.109], [-1.546, -0.176, 1.294], [-0.128, 0.363, -0.517], [-1.400, 0.017, 0.754], [-0.470, -1.631, -0.349], [0.124, 0.036, -0.152], [-0.287, -0.192, -0.065], [1.130, 0.479, -0.590], [-0.211, 0.019, -0.097], [0.017, 0.150, 0.275], [0.058, 0.211, 0.245], [0.633, 1.353, 0.809], [0.177, 0.083, -1.297], [0.070, 0.297, -0.163], [-0.413, 0.526, -0.790], [0.321, -0.406, -0.131], [-0.908, -1.080, 0.025], [0.320, 0.051, -0.682], [-0.594, -0.054, 0.351], [0.948, 0.463, 0.175], [0.790, -0.585, -0.192], [-0.013, -0.051, 0.095], [-0.292, -0.088, 0.396], [0.119, -0.019, -0.010], [0.140, -0.457, -0.488], [-2.715, -1.380, 1.225], [0.174, 1.248, -1.363], [0.247, -0.208, -0.243], [0.523, 0.678, -2.142], [-0.527, 0.033, 0.094], [-1.631, 1.947, -0.535], [-1.113, -0.665, 1.936], [-0.329, 0.148, -0.116], [0.643, -1.489, 1.436], [0.308, -0.373, -0.200], [0.273, 0.203, -0.565], [-0.092, -0.061, 0.066], [0.231, 0.485, 0.221], [-0.255, 0.838, -0.480], [0.156, -0.842, -0.061], [0.425, -0.035, -0.116], [0.184, 0.100, -0.265], [0.249, -1.409, -1.058], [-0.929, 0.516, -0.199], [-0.098, 0.461, 0.486], [-0.005, -0.042, -0.024], [1.014, -0.373, -0.478]],
  "total_charge": 0,
  "orbital_gap_ha": 0.3025
}